This record from the OMol25 dataset describes a molecular structure, C7H8AlCl2LaO4. The level of theory is ωB97M-V with the def2-TZVPD basis set.

Cartesian coordinates (Å):
La: -0.98693 1.35139 -4.52299
Al: -0.13361 -0.59658 -0.76241
Cl: -1.73751 0.87726 -1.65333
Cl: 1.38082 -0.74652 -2.20905
C: -0.77193 -2.55597 -0.14687
C: -3.22740 1.15094 -4.52387
C: -1.63285 -0.91431 -4.66039
O: -0.97491 -3.60267 0.31954
O: -4.34265 0.82559 -4.35176
O: -2.25194 -1.89811 -4.66127
C: 2.01765 0.16896 2.62673
C: 0.78803 1.02967 2.95236
C: -0.23322 0.80022 1.86230
O: 0.54068 0.12813 0.75582
C: 2.02359 -0.07691 1.12745
H: 2.95647 0.62971 2.93530
H: 1.93011 -0.80300 3.13060
H: 1.06989 2.07869 2.93923
H: 0.38936 0.78943 3.93219
H: -1.03395 0.09958 2.11721
H: -0.65300 1.71441 1.43716
H: 2.59080 0.65230 0.53056
H: 2.29253 -1.10221 0.82548

Atoms 1-2, force components in eV/Å:
7.2977 4.2327 0.9607
0.7979 1.0169 0.9974

Calculated values
**Maximum force**: 13.43 eV Å⁻¹
**Total charge**: +4
**Highest occupied orbital energy**: -22.78 eV
**Gap between HOMO and LUMO**: 4.487 eV
**LUMO energy**: -18.3 eV

How positive or negative is each atom? The natural (NBO) charges in e answer that: atom 1 (La): 2.46, atom 2 (Al): 1.65, atom 3 (Cl): -0.52, atom 4 (Cl): -0.46, atom 5 (C): 0.50, atom 6 (C): 0.26, atom 7 (C): 0.30, atom 8 (O): -0.17, atom 9 (O): -0.09, atom 10 (O): -0.15, atom 11 (C): -0.45, atom 12 (C): -0.45, atom 13 (C): -0.05, atom 14 (O): -0.78, atom 15 (C): -0.04, atom 16 (H): 0.30, atom 17 (H): 0.25, atom 18 (H): 0.26, atom 19 (H): 0.29, atom 20 (H): 0.21, atom 21 (H): 0.22, atom 22 (H): 0.23, atom 23 (H): 0.22